126
Properties=species:S:1:pos:R:3:mulliken_spin:R:1 method="wB97M-V/def2-TZVPD" lumo_energy_ev="1.68 / 1.55" charge=-1 homo_lumo_gap_ha="0.222 / 0.228" de_lowest_ev=0.000 multiplicity=5 energy_ha=-15060.92443
C -0.806 4.535 -5.485 0.000
C -1.613 -3.794 -0.453 -0.027
C -3.377 0.632 4.850 0.000
H 0.144 4.093 -7.357 0.000
H -3.398 3.997 -1.368 0.000
H -3.630 1.128 5.792 0.000
H -0.227 2.058 2.364 0.004
H -4.305 -0.157 2.488 0.000
O -0.967 -2.558 1.398 -0.033
H -3.868 -0.343 4.824 0.000
H -4.181 1.403 1.685 0.001
H 2.918 -3.836 -2.386 0.002
C 4.475 -4.164 2.799 0.000
H 2.612 -0.961 -3.215 -0.003
H -0.208 1.603 4.701 -0.001
N 0.238 -0.234 -1.462 -0.086
H 0.512 1.469 -0.364 -0.003
C -2.536 4.345 -0.807 -0.003
H 1.200 -3.149 2.325 0.018
H 2.819 -3.660 -0.622 -0.004
C -1.536 -0.379 3.657 0.027
H -3.917 0.622 -4.469 0.000
C -1.538 -3.659 0.967 0.046
C -2.659 -5.803 1.220 0.004
C -2.692 5.408 0.071 0.000
H 1.765 -4.468 3.360 0.000
C 0.364 1.222 -1.417 -0.064
C 5.124 -2.414 -1.346 0.001
H 6.544 1.279 0.895 0.000
H 0.270 0.986 -4.428 0.000
Br -2.284 -5.028 -2.875 0.000
H 0.475 5.590 1.248 0.000
C -2.214 -4.927 -0.983 0.000
C -2.734 -5.937 -0.156 0.001
C -2.358 -0.500 -3.499 0.035
C -1.301 3.707 -0.962 -0.001
H 4.302 -4.817 3.656 0.000
N -1.739 2.620 3.707 -0.001
Si -1.146 2.195 -2.067 0.019
H 3.184 -2.833 4.790 0.000
H 5.811 -1.569 -1.438 0.000
Br -3.551 -7.455 -0.937 0.000
C -0.371 5.248 0.666 0.001
C -0.766 2.775 -3.815 -0.001
H -1.503 2.245 5.738 0.000
C -3.740 0.779 2.469 0.016
H -1.914 -1.497 -3.523 0.002
H -4.743 -0.131 -1.555 0.002
H 4.540 -4.776 1.899 0.000
H 6.321 1.308 2.651 0.000
H 2.044 -4.534 1.611 -0.003
P -1.966 0.387 2.016 0.069
Cr -0.308 -1.354 -0.002 3.538
C 3.697 -1.962 -1.641 -0.025
N -1.934 0.437 4.810 0.000
H 4.221 -1.661 3.943 0.000
H 4.300 -0.443 -3.048 0.001
O -1.127 -2.807 -1.159 0.015
H 5.431 -3.193 -2.047 0.000
C -3.551 -0.409 -4.448 0.000
H -5.255 -2.453 -2.213 0.000
C 5.984 1.742 1.709 0.000
O 0.503 -0.745 -2.541 0.274
H 2.946 1.883 0.069 0.010
O 4.343 0.070 1.551 -0.012
C 0.266 2.447 -5.985 0.000
H 3.833 3.190 2.681 0.000
C 3.338 -3.159 2.661 -0.002
H -3.041 1.405 -0.807 -0.016
C -2.061 -4.655 1.772 0.006
C -4.672 -1.372 -4.002 0.000
O 3.633 -2.408 1.478 0.014
C -1.609 5.856 0.815 0.000
Br -3.331 -7.153 2.362 0.000
H 0.817 1.814 -6.669 0.000
Si 3.187 -0.935 0.937 0.042
H -3.446 3.245 4.711 0.000
H -3.549 1.749 -2.454 0.004
C -0.222 4.187 -0.216 0.002
H 6.192 2.815 1.719 0.000
H 1.694 -2.778 -1.672 0.010
H -0.459 -0.552 3.675 0.007
H -3.588 -2.704 -2.694 -0.002
O 3.317 -0.951 -0.702 0.053
H -2.018 -1.357 3.711 -0.002
H -1.733 6.672 1.516 0.000
H 2.458 -1.548 3.807 0.001
H -3.537 3.346 2.940 0.000
H -1.582 0.193 -3.825 -0.006
C 3.628 -1.302 -3.012 -0.001
H 4.075 1.710 3.633 0.000
H -3.753 -1.292 -0.665 -0.003
C -1.125 4.063 -4.219 0.001
C 4.492 1.485 1.527 0.000
H -3.661 5.878 0.186 0.000
H 3.920 -2.013 -3.787 0.000
C 3.298 -2.241 3.880 -0.001
N -3.900 1.457 3.759 0.002
C 2.722 -3.135 -1.572 0.055
H 4.211 3.131 0.151 0.000
C 4.018 2.056 0.193 -0.011
H -1.091 5.539 -5.775 0.000
H 5.425 -3.643 2.935 0.000
C -2.762 1.249 -1.854 0.032
H 2.651 1.863 2.594 -0.001
C 3.711 2.104 2.682 0.006
C -3.191 2.735 3.778 -0.001
H 5.190 -2.807 -0.332 -0.001
C -0.055 1.979 -4.719 0.001
H 1.236 1.520 -2.003 0.001
Br -1.962 -4.376 3.643 0.000
H -1.657 4.713 -3.532 0.000
C 2.004 -3.870 2.477 -0.008
C -4.374 -1.953 -2.620 0.008
H 0.750 3.713 -0.303 -0.001
C -0.111 3.726 -6.371 0.000
S 1.277 -0.281 1.463 -0.042
H 4.534 1.566 -0.633 0.000
C -1.319 2.098 2.403 0.012
N -2.701 -0.181 -2.109 -0.028
C -1.287 1.745 4.790 0.002
C -3.929 -0.866 -1.656 0.040
H -1.648 2.793 1.625 0.007
H -3.217 -0.639 -5.462 0.000
H -5.629 -0.843 -3.976 0.000
H -4.783 -2.189 -4.718 0.000



122
Properties=species:S:1:pos:R:3:mulliken_spin:R:1 method="wB97M-V/def2-TZVPD" lumo_energy_ev="0.19 / 0.15" homo_lumo_gap_ha="0.188 / 0.256" de_lowest_ev=0.724 multiplicity=2 energy_ha=-3767.48074
H 5.786 3.090 0.585 0.000
C -3.579 4.416 -1.773 0.002
C 1.714 -2.536 2.879 0.020
N 0.438 0.050 1.973 0.015
H 7.226 -0.863 -0.785 0.000
H -4.199 4.285 -4.399 0.000
C 0.220 -4.992 -0.123 -0.009
H -3.302 -3.009 2.126 -0.002
N -1.343 1.820 1.908 0.015
C -2.357 1.472 2.665 0.013
H -6.526 1.972 4.494 0.000
C -5.765 2.198 1.203 0.000
S 1.035 0.886 -2.904 0.003
H 4.282 3.470 1.451 0.000
H 6.142 0.756 0.391 0.000
H -3.337 1.683 -1.903 0.009
H 4.357 3.707 -0.276 0.000
H -4.314 1.494 -3.384 0.000
C 0.872 -0.774 -2.723 0.000
H -1.216 -5.262 -3.258 0.000
C -1.745 -1.679 1.502 -0.066
C 4.702 3.062 0.532 0.000
C 4.711 -3.190 -0.306 0.000
C 1.293 -5.756 -2.247 0.000
N -4.388 3.386 -2.524 -0.002
C -0.057 -0.795 3.103 -0.175
C -1.169 -5.280 -2.171 -0.005
C -0.564 0.529 3.790 0.027
H -0.022 -2.946 4.945 -0.005
N 0.717 -2.563 -1.116 0.025
C -6.522 2.175 2.340 0.000
H -0.691 6.628 -4.638 0.000
H -0.108 0.779 4.745 -0.010
C -1.124 3.895 -1.888 0.003
C 0.125 4.180 -2.445 -0.002
H 2.548 0.063 3.231 -0.001
C 6.592 -1.714 -1.021 0.000
H -1.390 -6.297 -1.849 0.000
H 3.936 -3.382 0.431 0.000
H -3.508 4.014 -0.756 0.000
C -1.203 -0.921 0.445 0.388
C 4.230 1.664 0.315 0.002
N -1.982 0.794 3.798 -0.003
H 0.622 -2.051 -5.882 0.000
H -7.591 2.322 2.269 0.000
H -0.511 -0.812 -5.327 0.000
H 2.577 -3.014 3.340 -0.002
S 1.713 2.675 0.304 0.002
H -5.121 3.117 -1.858 0.000
C -2.224 4.632 -2.363 0.002
C -5.933 1.965 3.594 0.000
H -0.575 -4.406 0.331 0.005
C -3.769 1.769 2.500 -0.007
H 1.202 -0.438 -5.384 0.000
N 2.464 0.141 -0.069 -0.007
C 0.667 -2.126 5.123 0.002
C -0.810 5.862 -3.884 0.000
H 4.224 -3.105 -1.274 0.000
N 3.314 -0.913 -0.128 0.018
H 1.265 5.335 -3.839 0.000
C 0.470 -3.424 -2.055 0.004
H 1.925 0.272 4.870 0.000
H -5.635 4.794 -3.468 0.000
C 1.134 -1.476 3.817 0.032
H 0.992 3.630 -2.110 0.001
H 6.159 -1.553 -2.006 0.000
H -2.775 2.409 -3.443 0.001
C -2.057 5.604 -3.345 0.000
C 2.818 1.420 0.160 -0.001
H 0.178 -1.405 5.776 0.000
C 0.611 -1.717 -3.774 0.013
H 1.331 -5.672 -3.332 0.000
S -1.880 -0.708 -1.085 0.251
Hg -1.181 2.476 -0.297 0.019
H -5.589 3.179 -4.234 0.000
H -2.909 6.191 -3.666 0.000
C 6.128 -2.071 1.418 0.000
N 0.082 -0.362 0.674 0.003
H 0.978 -3.303 2.644 0.010
H 1.095 -6.797 -1.999 0.000
C 0.484 -1.233 -5.179 -0.003
C 2.236 -0.464 4.133 0.001
C -2.990 -2.474 1.233 0.013
H -4.109 1.613 4.613 0.001
C -1.150 -1.722 2.722 0.429
C -5.002 3.951 -3.741 0.000
O -1.756 5.078 1.216 0.000
C 4.582 -0.717 0.049 -0.001
H -1.662 4.577 2.028 0.000
C -4.348 2.035 1.221 0.010
H 3.097 -0.985 4.544 0.000
H -2.632 0.139 4.202 -0.007
H -1.947 -4.621 -1.787 0.002
H 5.358 -2.178 2.181 0.000
H 7.229 -2.596 -1.070 0.000
O -3.677 2.103 0.148 0.003
H 5.393 -4.039 -0.330 0.000
H -1.542 -2.378 3.483 -0.014
C -3.640 2.148 -2.838 -0.007
N 0.902 -1.279 -1.477 -0.021
H -0.886 5.450 1.042 0.000
H 1.522 -2.531 5.664 0.001
C -0.138 1.291 2.537 0.010
H -2.826 -3.186 0.424 -0.004
H 6.742 -1.210 1.674 0.000
H 1.160 -4.644 0.297 -0.001
H 6.763 -2.955 1.448 0.000
C 0.417 -3.013 -3.423 0.010
H 2.273 -5.492 -1.852 0.000
H 2.033 -2.085 1.941 -0.015
C 5.497 -1.925 0.029 0.000
C 0.283 5.144 -3.429 -0.001
C 5.081 0.600 0.268 0.000
H 0.184 -3.744 -4.187 0.000
H 0.623 2.065 2.639 0.003
H -6.233 2.343 0.236 0.000
H -4.201 5.314 -1.773 0.000
B 1.065 -0.371 -0.300 0.004
C 0.206 -4.858 -1.644 -0.003
H -3.799 -1.818 0.907 0.000
C -4.577 1.757 3.648 -0.001
H 0.082 -6.039 0.144 0.000